Record 1
Computed, not measured: C63H67AsBN6O4Re as an isolated structure, with ωB97M-V/def2-TZVPD.

The multiplicity is 4. As for the HOMO-LUMO gap (alpha / beta): 7.115 / 6.732 eV. Its total charge is +1. The calculation puts the lowest unoccupied orbital energy (alpha / beta) at -3.0 / -3.5 eV.

Structure (XYZ):
```
143
Properties=species:S:1:pos:R:3:forces:R:3:mulliken_spin:R:1
Re 0.0472 -0.1462 -0.2519 0.21 -0.66 0.27 2.444
O -3.0717 -0.4818 -3.6708 0.04 -0.01 -0.03 0.004
C -2.4291 -0.4947 -2.5184 -0.21 0.16 0.09 0.022
O -1.4541 0.1883 -2.2807 0.27 0.01 -0.07 0.145
C -2.9562 -1.4049 -1.4847 0.01 0.04 -0.02 0.026
C -4.0721 -2.2070 -1.5955 -0.05 -0.05 0.01 0.002
C -4.3827 -3.0277 -0.5153 -0.02 0.01 -0.03 0.003
C -3.5367 -3.0478 0.5771 -0.02 0.01 0.02 -0.001
C -2.4252 -2.2146 0.5756 -0.01 -0.04 -0.05 0.030
N -2.1676 -1.3850 -0.4167 0.11 0.10 0.09 0.092
C -1.3350 -2.2876 1.6095 -0.13 0.03 0.23 0.042
O -1.2989 -3.2408 2.3667 0.07 0.15 0.05 0.017
O -0.4867 -1.3182 1.5432 0.08 0.17 -0.20 -0.023
H -2.6622 0.1867 -4.2456 -0.01 0.01 0.02 -0.001
H -4.6662 -2.1943 -2.4981 -0.02 0.02 0.02 0.000
H -5.2565 -3.6651 -0.5487 0.02 0.00 0.00 -0.001
H -3.6881 -3.7087 1.4198 0.00 0.00 -0.01 0.000
C 1.1700 0.7431 -1.8706 -0.26 0.00 0.22 -0.001
C 0.7470 1.9210 -2.6983 -0.01 -0.11 -0.08 0.080
C 0.5903 3.1857 -2.1458 -0.20 -0.02 0.04 0.001
C 0.3737 4.3008 -2.9340 -0.16 0.07 0.05 -0.002
C 0.2580 4.1594 -4.3122 -0.10 0.08 -0.09 -0.004
C 0.3732 2.8945 -4.8856 0.01 0.00 -0.05 0.006
C 0.6266 1.7968 -4.0835 -0.01 -0.04 -0.05 0.016
C -0.0105 5.3074 -5.1412 0.04 -0.08 0.02 0.000
N -0.2366 6.2151 -5.8094 0.01 -0.04 0.05 -0.002
H 2.1598 0.9729 -1.4755 -0.05 0.22 0.02 0.011
H 1.2942 -0.1025 -2.5539 0.15 -0.03 -0.04 0.005
H 0.6447 3.2810 -1.0730 0.01 0.15 0.17 -0.014
H 0.2783 5.2827 -2.4878 -0.01 -0.02 0.01 0.000
H 0.2881 2.7876 -5.9595 0.00 -0.01 0.01 0.000
H 0.7641 0.8229 -4.5405 -0.02 0.04 0.02 0.001
C 3.0275 -6.1151 1.0234 -0.02 0.04 -0.02 0.000
C 3.0446 -6.1404 -0.3677 0.01 -0.01 0.03 0.000
C 2.3595 -5.1768 -1.0904 0.02 0.00 0.05 -0.005
C 1.6743 -4.1633 -0.4231 -0.04 0.07 0.07 0.004
C 1.6409 -4.1491 0.9677 0.01 0.05 -0.03 0.007
C 2.3145 -5.1291 1.6890 0.03 -0.01 -0.02 0.001
As 0.5534 -2.9028 -1.3865 0.16 -0.08 -0.37 0.124
C 1.5323 -2.5794 -3.0397 0.03 -0.03 -0.01 -0.016
C 0.8448 -2.0428 -4.1286 0.02 0.01 0.02 0.011
C 1.5147 -1.7047 -5.2954 0.00 -0.03 0.02 -0.004
C 2.8904 -1.8699 -5.3781 0.02 -0.02 0.00 -0.001
C 3.5893 -2.3674 -4.2877 -0.03 0.02 0.02 0.000
C 2.9150 -2.7209 -3.1245 -0.04 0.00 -0.02 0.009
C -0.7934 -4.2186 -1.9344 -0.03 0.03 0.05 -0.001
C -1.3693 -4.9629 -0.9043 0.01 0.01 -0.02 -0.001
C -2.2936 -5.9566 -1.1898 -0.02 0.00 -0.01 -0.001
C -2.6568 -6.2143 -2.5051 0.00 0.02 0.01 0.000
C -2.0831 -5.4807 -3.5331 0.00 0.03 0.02 0.000
C -1.1522 -4.4869 -3.2516 -0.05 -0.01 0.06 0.000
H 3.5522 -6.8777 1.5846 -0.01 0.00 -0.01 0.000
H 3.5758 -6.9261 -0.8900 0.00 0.02 0.02 0.000
H 2.3480 -5.2282 -2.1720 -0.01 0.00 0.00 0.000
H 1.0518 -3.4057 1.4939 0.02 -0.02 0.01 -0.005
H 2.2585 -5.1345 2.7710 0.01 0.01 -0.02 0.000
H -0.2236 -1.8683 -4.0630 -0.01 0.02 -0.02 0.000
H 0.9649 -1.3044 -6.1385 0.00 -0.01 0.01 0.000
H 3.4152 -1.6089 -6.2882 -0.01 0.01 0.03 0.000
H 4.6644 -2.4843 -4.3406 -0.02 -0.01 0.00 0.000
H 3.4727 -3.1092 -2.2823 0.02 -0.01 0.01 0.000
H -1.0825 -4.7899 0.1284 0.01 -0.01 0.00 0.001
H -2.7231 -6.5364 -0.3817 0.01 0.01 -0.02 0.000
H -3.3726 -6.9952 -2.7292 0.02 0.02 0.01 0.000
H -2.3453 -5.6901 -4.5626 0.00 0.01 0.02 0.000
H -0.6987 -3.9484 -4.0701 0.02 -0.03 -0.03 0.000
C 3.9662 -2.0023 3.1265 -0.02 0.00 -0.07 0.001
N 3.3860 -1.4517 1.9069 0.10 -0.24 0.10 0.018
C 3.9882 -1.3764 0.6697 0.03 0.05 0.09 -0.002
C 3.0930 -0.7951 -0.1589 0.04 0.12 0.15 0.046
N 1.9414 -0.5130 0.5691 -0.26 -0.18 -0.34 -0.003
C 2.1615 -0.9437 1.8075 0.14 0.04 -0.22 0.074
H 4.8784 -2.5324 2.8703 0.00 -0.03 -0.03 -0.001
H 3.2671 -2.6984 3.5842 -0.02 -0.01 -0.02 0.000
H 4.1947 -1.2011 3.8266 0.01 -0.08 -0.07 0.001
H 4.9914 -1.7251 0.4941 -0.04 -0.01 0.03 -0.002
H 3.2006 -0.5403 -1.1961 0.01 -0.14 0.01 0.005
H 1.4465 -0.9119 2.6068 0.14 -0.07 -0.19 -0.012
C -3.0079 1.9790 4.0397 0.03 0.00 -0.04 0.000
C -2.7207 0.7495 3.1601 -0.08 0.02 -0.04 0.009
C -3.2133 -0.4709 3.9399 0.09 0.01 0.05 0.001
C -3.3866 0.9299 1.8025 0.00 0.10 -0.05 -0.002
C -4.6049 0.2968 1.5985 0.00 -0.05 -0.03 -0.002
C -5.3776 0.5704 0.4851 -0.06 0.01 -0.01 0.000
C -4.9627 1.5521 -0.3836 0.01 -0.10 -0.04 -0.003
C -3.7421 2.2248 -0.2435 0.12 -0.08 0.05 0.008
C -3.6050 3.3386 -1.2896 0.19 0.09 0.08 0.000
C -3.1948 2.7844 -2.6516 -0.03 -0.01 -0.06 0.009
C -2.7985 4.5835 -0.9333 0.00 -0.10 0.02 0.000
C -2.8913 1.8243 0.8118 -0.02 0.17 0.15 0.049
N -1.5484 2.3595 1.0171 -0.17 0.05 -0.16 0.007
B -0.2395 1.7292 0.8507 -0.36 0.28 0.14 -0.200
N 0.6852 2.6438 1.5242 0.17 0.08 0.05 -0.024
C -0.0652 3.7251 2.0087 0.10 -0.11 0.04 0.020
C -1.3600 3.5626 1.7080 -0.05 -0.12 -0.13 0.004
C 1.9836 2.3683 2.1180 -0.22 -0.24 -0.01 0.018
C 1.9818 1.6132 3.3176 0.00 0.15 -0.09 -0.008
C 3.1793 1.1143 3.8097 0.07 0.23 0.10 -0.003
C 4.3752 1.3603 3.1550 -0.07 0.07 0.00 -0.001
C 4.3753 2.2204 2.0779 0.01 0.04 0.07 0.000
C 3.2043 2.7978 1.5721 0.06 0.12 0.09 0.003
C 3.4778 3.9441 0.5925 -0.09 -0.12 -0.14 -0.002
C 2.5458 5.1508 0.6894 0.16 -0.05 -0.01 0.001
C 3.6864 3.4725 -0.8492 -0.07 0.01 0.05 0.002
C 0.7324 1.4375 4.1667 0.08 -0.03 0.06 0.012
C 0.7637 2.4690 5.3046 -0.03 -0.04 -0.01 -0.001
C 0.5663 0.0379 4.7614 -0.02 -0.02 -0.04 -0.003
H -2.5685 1.8479 5.0313 0.02 -0.02 -0.01 0.000
H -4.0883 2.0887 4.1652 0.03 -0.01 0.01 0.000
H -2.6204 2.9042 3.6224 0.01 -0.05 0.02 -0.001
H -1.6491 0.6454 3.0053 0.06 -0.03 -0.01 -0.025
H -4.2347 -0.3191 4.2970 0.03 -0.02 0.01 0.000
H -2.5855 -0.6135 4.8201 -0.01 0.00 0.00 0.000
H -3.1895 -1.3965 3.3717 0.05 -0.12 -0.11 -0.001
H -4.9760 -0.4005 2.3375 0.02 0.03 -0.05 0.001
H -6.3307 0.0750 0.3408 0.03 0.00 -0.01 0.000
H -5.6109 1.8392 -1.2051 0.02 0.00 0.03 0.000
H -4.6335 3.6850 -1.4144 -0.02 0.06 0.06 0.000
H -2.1919 2.3707 -2.6178 0.20 0.03 -0.04 -0.002
H -3.2187 3.5763 -3.4015 0.01 0.01 -0.02 0.000
H -3.8903 1.9998 -2.9665 0.04 0.05 0.00 0.000
H -1.7308 4.3857 -0.8680 0.06 -0.03 0.05 0.000
H -3.1360 5.0188 0.0073 0.03 -0.01 0.01 -0.001
H -2.9550 5.3335 -1.7116 0.04 -0.02 0.00 0.000
H 0.3929 4.5352 2.5500 0.04 -0.01 0.00 0.000
H -2.1757 4.2254 1.9363 -0.06 0.00 -0.04 0.004
H 3.1793 0.5427 4.7312 -0.02 0.06 -0.02 0.000
H 5.3057 0.9434 3.5218 0.01 0.04 0.01 0.000
H 5.3220 2.5178 1.6374 -0.05 -0.03 0.00 0.000
H 4.4459 4.3199 0.9304 0.06 -0.03 -0.01 0.000
H 1.5350 4.9381 0.3696 -0.25 -0.09 -0.13 0.001
H 2.9323 5.9541 0.0586 0.00 -0.03 0.02 0.000
H 2.5044 5.5261 1.7133 -0.01 0.00 0.01 0.000
H 2.7393 3.2257 -1.3242 0.14 -0.05 0.02 0.004
H 4.3368 2.5947 -0.8862 0.00 0.04 0.01 0.000
H 4.1515 4.2650 -1.4398 -0.02 -0.02 0.01 0.000
H -0.1399 1.6458 3.5557 -0.03 0.07 -0.07 -0.019
H 1.6821 2.3653 5.8867 -0.03 -0.01 0.02 0.000
H -0.0849 2.3219 5.9764 0.01 0.01 -0.03 0.000
H 0.7201 3.4892 4.9254 0.03 0.03 -0.05 -0.001
H 1.3642 -0.2043 5.4666 -0.02 0.00 -0.01 0.000
H 0.5261 -0.7443 3.9989 -0.20 0.06 0.24 -0.001
H -0.3713 -0.0102 5.3162 -0.01 -0.02 0.00 0.000
```
Positions in Å, forces in eV/Å.

Record 2
Computed, not measured: a 2-piece molecular cluster, C5H12NO2 overall, with ωB97M-V/def2-TZVPD.

The multiplicity is 2. As for the HOMO-LUMO gap (alpha / beta): 4.498 / 8.373 eV. The calculation puts the lowest unoccupied orbital energy (alpha / beta) at 0.5 / 0.4 eV.

Structure (XYZ):
```
20
Properties=species:S:1:pos:R:3:forces:R:3:mulliken_spin:R:1
O -0.8395 -3.3900 -0.4636 -0.08 -4.99 0.46 0.172
C -1.1691 -2.2623 -0.6769 1.51 5.75 -0.85 0.249
C 0.0181 -1.2652 -0.2073 -3.85 0.42 0.74 0.079
C -0.3973 0.1887 -0.2383 -2.03 -1.43 2.61 0.307
C 0.5600 1.2141 0.1554 -0.74 0.82 -1.70 0.046
C 1.6430 1.0226 0.8587 2.74 -1.56 1.29 -0.017
N 1.2299 -1.4386 -1.0426 -0.11 -1.17 -2.04 0.547
H -2.1561 -1.7850 -0.9932 0.90 -0.68 0.55 0.005
H 0.2135 -1.6572 0.8146 0.46 0.40 -0.63 0.111
H -1.2051 0.4065 0.6446 1.13 -0.90 -2.49 0.010
H -0.8108 0.3719 -1.2325 -0.32 0.28 0.19 -0.061
H 0.0604 2.0311 -0.3486 1.29 1.59 0.89 0.004
H 1.8808 -0.0714 1.1200 -0.46 1.61 -0.16 -0.037
H 2.4767 1.6761 1.2308 -1.42 -0.13 -0.67 -0.005
H 1.7127 -0.6039 -1.3951 -0.51 0.20 0.18 -0.056
H 0.9763 -2.0737 -1.8684 0.16 0.79 0.98 -0.244
H 1.8833 -1.9015 -0.4637 1.39 -1.03 0.63 -0.108
H -2.4544 3.7614 0.9854 1.47 -1.68 0.28 0.001
H -1.8417 2.7647 2.0285 0.01 0.14 -0.34 0.000
O -1.7807 3.0115 1.0921 -1.54 1.59 0.08 -0.003
```
Positions in Å, forces in eV/Å.

Record 3
Computed, not measured: an isolated molecule of C4H7NO2, with ωB97M-V/def2-TZVPD.

As for the SMILES: C[C@H]1CNC(=O)O1. As for the HOMO-LUMO gap: 10.775 eV. The calculation puts the lowest unoccupied orbital energy at 0.8 eV.

Structure (XYZ):
```
14
Properties=species:S:1:pos:R:3:forces:R:3:nbo_charge:R:1
C 0.8144 1.3937 1.0387 -0.04 0.01 0.04 -0.627
C 0.5279 0.1456 0.2414 0.07 0.03 0.15 0.092
C -0.6922 -0.7368 0.5114 0.04 0.08 0.14 -0.234
N -0.7921 -1.3170 -0.8104 -0.07 -0.11 -0.20 -0.658
C -0.3775 -0.4296 -1.7678 -0.02 -0.20 -0.27 0.878
O -0.5410 -0.4738 -2.9587 0.09 0.00 0.43 -0.603
O 0.2911 0.5652 -1.1209 0.12 -0.04 -0.16 -0.505
H -0.0681 2.0363 1.1107 0.11 -0.10 0.02 0.217
H 1.5957 1.9359 0.4968 -0.13 0.02 0.16 0.233
H 1.1977 1.1678 2.0383 -0.17 -0.04 -0.11 0.218
H 1.4043 -0.5174 0.2519 -0.01 0.15 -0.13 0.176
H -1.5809 -0.1385 0.7584 0.11 -0.04 0.02 0.185
H -0.5464 -1.4941 1.2852 0.15 0.15 -0.10 0.211
H -1.2346 -2.1802 -1.0617 -0.26 0.11 0.02 0.417
```
Positions in Å, forces in eV/Å.

Record 4
Computed, not measured: a 2-piece molecular cluster, C6H8OSSi overall, with ωB97M-V/def2-TZVPD.

As for the SMILES: CC=C=C=CC=S.O=[SiH2]. As for the HOMO-LUMO gap: 7.294 eV. The calculation puts the lowest unoccupied orbital energy at -1.0 eV.

Structure (XYZ):
```
17
Properties=species:S:1:pos:R:3:forces:R:3:nbo_charge:R:1
C -1.5751 -3.3437 1.6237 -2.20 1.45 -3.37 -0.659
C -0.4143 -2.8377 0.8820 2.64 1.90 -2.02 -0.140
C -0.1204 -1.5459 0.5820 -1.08 -2.64 -0.01 -0.022
C 0.1430 -0.4366 0.0472 0.23 0.57 0.77 0.054
C 0.2735 0.8500 -0.2037 -0.83 1.15 0.78 -0.319
C -0.6253 1.9535 0.2570 -0.52 -2.60 -0.49 -0.281
S -2.0664 1.7601 0.9800 0.53 0.35 -0.02 0.027
H -1.2076 -3.9507 2.3517 0.29 -1.40 2.83 0.231
H -2.1594 -3.9932 0.9405 0.53 -0.18 0.11 0.231
H -2.3518 -2.5588 1.7724 1.03 -0.38 0.97 0.246
H 0.3857 -3.5402 0.4431 -1.43 0.72 0.99 0.223
H 1.0925 1.3225 -0.6981 0.80 -0.56 -0.65 0.186
H -0.2168 2.8325 -0.1642 -0.14 1.55 0.23 0.223
O 0.8040 3.9289 -1.6901 -0.88 0.29 0.13 -1.147
Si 2.0956 3.3893 -2.2272 2.69 1.11 1.32 1.636
H 2.4094 2.3925 -3.1487 -0.34 -1.38 -1.44 -0.246
H 3.5334 3.7772 -1.7478 -1.33 0.07 -0.14 -0.240
```
Positions in Å, forces in eV/Å.

Across the entries above, E takes the values -5409.1923; -402.7441; -361.8751; -996.1618 Ha, respectively.
Across the entries above, max |F| takes the values 0.7; 6.0; 0.4; 4.3 eV Å⁻¹, respectively.